(1)
Entry from the OMol25 dataset: CHNO4 in the gas phase (the ωB97M-V functional and the def2-TZVPD basis).

Properties
Charge: 0
Highest occupied orbital energy in Eh: -0.3803
Structure (SMILES): O=C=NOOO
Frontier orbital gap in eV: 10.5589
DFT total energy in eV: -10725.684
Spin multiplicity: 1
Molecular weight in Da: 91.0

Cartesian coordinates (Å):
O: 0.5053 -2.6321 0.3939
C: -0.1113 -1.6656 0.2650
N: -0.9974 -0.8427 0.3252
O: -1.1686 0.4425 0.0044
O: -0.0356 1.2332 0.4569
O: 0.9708 1.3113 -0.4883
H: 0.8369 2.1533 -0.9571

Forces on the atoms, in the same order (eV/Å):
O 0.910 -0.624 -0.120
C -0.425 0.316 0.074
N -0.712 -0.255 0.319
O 0.706 0.836 -0.820
O -0.290 0.406 0.904
O 0.223 -0.544 -0.515
H -0.413 -0.136 0.158



(2)
Entry from the OMol25 dataset: CHO2Yb as an isolated structure (the ωB97M-V functional and the def2-TZVPD basis).

Properties
Charge: +2
Highest occupied orbital energy (alpha / beta) in Eh: -0.7988 / -0.7539
Frontier orbital gap (alpha / beta) in eV: 11.0213 / 6.3741
DFT total energy in eV: -36655.718
Spin multiplicity: 2
Molecular weight in Da: 218.1

Cartesian coordinates (Å):
O: -0.5612 -1.2516 -0.1922
C: -1.6662 0.3831 -0.0525
O: -0.6938 1.0710 0.0985
Yb: 1.2836 -0.1683 0.1058
H: -1.0544 -2.0013 0.1443

Forces on the atoms, in the same order (eV/Å):
O 0.400 -0.378 -0.304
C 4.540 2.518 0.735
O -4.635 -1.553 -0.589
Yb 0.620 0.154 -0.007
H -0.925 -0.740 0.165



(3)
Entry from the OMol25 dataset: CHO3PS as an isolated structure (the ωB97M-V functional and the def2-TZVPD basis).

Properties
Charge: -2
Highest occupied orbital energy in Eh: 0.0310
Frontier orbital gap in eV: 5.0629
DFT total energy in eV: -27319.628
Spin multiplicity: 1
Molecular weight in Da: 124.1

Cartesian coordinates (Å):
C: -0.2246 -1.6951 -0.1877
O: -1.6419 0.3345 -1.0564
O: -2.4021 0.1817 1.3775
O: -3.0835 -1.6652 -0.2088
P: -2.1785 -0.5318 0.0856
S: 1.4059 -1.4211 -0.0166
H: -0.6362 -2.1451 -1.1167

Forces on the atoms, in the same order (eV/Å):
C -1.156 1.604 -0.023
O -0.447 -0.721 0.345
O 0.260 0.074 0.755
O -0.877 -1.128 -0.560
P 1.937 1.023 -0.648
S -0.557 -0.569 -0.104
H 0.840 -0.283 0.235



(4)
Entry from the OMol25 dataset: CHO3S3 as an isolated structure (the ωB97M-V functional and the def2-TZVPD basis).

Properties
Charge: -1
Highest occupied orbital energy (alpha / beta) in Eh: -0.0723 / -0.1571
Frontier orbital gap (alpha / beta) in eV: 5.2737 / 6.0029
DFT total energy in eV: -39699.818
Spin multiplicity: 3
Molecular weight in Da: 157.2

Cartesian coordinates (Å):
C: -1.2936 1.1655 1.1602
O: 1.8752 -2.4159 -1.4523
O: -0.0709 -0.9664 0.0659
O: 1.6583 0.0150 -2.0210
S: -2.2786 2.1955 1.9745
S: -1.4745 -0.4578 0.5646
S: 1.8135 -1.0340 -1.0275
H: -0.2295 1.4982 0.7357

Forces on the atoms, in the same order (eV/Å):
C 4.610 0.434 -1.920
O -0.391 0.628 -0.323
O -2.362 0.765 1.249
O -0.147 -1.074 0.249
S -1.193 0.127 0.654
S 0.483 -1.015 -0.606
S 1.231 0.580 -0.186
H -2.231 -0.446 0.882



(5)
Entry from the OMol25 dataset: an isolated ion of composition CHO5P and charge -2 (the ωB97M-V functional and the def2-TZVPD basis).

Properties
Charge: -2
Highest occupied orbital energy in Eh: 0.0124
Structure (SMILES): O=COP(=O)([O-])[O-]
Frontier orbital gap in eV: 6.4053
DFT total energy in eV: -20582.222
Spin multiplicity: 1
Molecular weight in Da: 124.0

Cartesian coordinates (Å):
O: 1.9306 0.0290 -0.9683
C: 0.7379 0.0479 -0.7313
O: -0.2642 0.3300 -1.6378
P: -2.0418 0.1187 -1.0546
O: -2.7448 0.4516 -2.3417
O: -2.1151 1.1405 0.0554
O: -2.0459 -1.3307 -0.6324
H: 0.3302 -0.1582 0.2786

Forces on the atoms, in the same order (eV/Å):
O 0.281 0.069 -0.208
C -3.406 0.655 -1.802
O 2.646 -0.782 2.214
P 0.212 0.065 -0.142
O -0.040 0.076 -0.137
O 0.104 0.058 0.148
O 0.128 -0.147 0.131
H 0.076 0.006 -0.203



(6)
Entry from the OMol25 dataset: CHO5S2 as an isolated structure (the ωB97M-V functional and the def2-TZVPD basis).

Properties
Charge: -1
Highest occupied orbital energy in Eh: -0.1708
Frontier orbital gap in eV: 8.4034
DFT total energy in eV: -32958.067
Spin multiplicity: 1
Molecular weight in Da: 157.1

Cartesian coordinates (Å):
C: -0.2791 0.5186 -0.3400
O: 1.1586 1.9540 1.6114
O: 2.2253 -0.0816 0.7938
O: -0.1464 -0.0027 1.1070
O: -0.3216 4.2782 1.8806
O: 0.0778 3.5171 -0.3334
S: 1.0338 0.8167 0.6734
S: -0.3586 3.1309 0.9489
H: 0.0483 -0.2929 -0.9135

Forces on the atoms, in the same order (eV/Å):
C -1.358 2.039 -0.874
O 0.842 0.740 -0.550
O -1.161 2.054 -1.010
O -2.165 -1.483 1.712
O 0.186 -1.417 -0.350
O 1.265 0.465 -2.563
S 4.615 -3.803 2.049
S -2.961 2.783 2.850
H 0.736 -1.378 -1.264